No. 1
A structure of composition C11H15BBrF4NO3Ti, computed with ωB97M-V/def2-TZVPD.

Last column: Mulliken charge in e.
CARTESIAN COORDINATES (ANGSTROEM)
Ti (0.52522, -0.30996, -0.05689)  0.6465
C (-0.27716, 1.74372, 2.83736)  -1.1831
C (-0.80950, 0.34462, 2.70195)  -0.3309
O (-1.08911, 0.02765, 1.30494)  -0.0254
C (-2.47634, -0.24446, 0.92854)  -0.1874
C (-2.96774, 0.76253, -0.07204)  -1.1827
H (-0.08082, 1.94542, 3.89357)  0.4047
H (-1.00025, 2.47820, 2.48001)  0.3081
H (0.65438, 1.88686, 2.29330)  0.2752
H (-1.74223, 0.21251, 3.24584)  0.4700
H (-0.10972, -0.41014, 3.05588)  0.2970
H (-3.05514, -0.21030, 1.84935)  0.3786
H (-2.49261, -1.26459, 0.55170)  0.2395
H (-2.99699, 1.76453, 0.35864)  0.2908
H (-3.97915, 0.48276, -0.37497)  0.4218
H (-2.33905, 0.78608, -0.95959)  0.2926
C (0.52378, 1.40276, -0.74345)  -0.8958
H (0.93408, 1.55256, -1.74456)  0.2859
H (0.13844, 2.30792, -0.27795)  0.2387
Br (6.51601, -1.22382, 4.22172)  -0.1671
C (5.84045, -1.36417, 2.47404)  -0.0596
C (6.65506, -1.83090, 1.44988)  -0.1169
N (6.24930, -1.96962, 0.18907)  -0.6227
C (4.98550, -1.63493, -0.08322)  -0.2190
C (4.11943, -1.15242, 0.88027)  -0.0198
C (4.53993, -1.00925, 2.18984)  -0.2855
C (2.73088, -0.79065, 0.51766)  1.4538
O (2.30585, -0.92051, -0.67692)  -0.6423
O (1.93009, -0.34406, 1.39338)  -0.6587
H (7.68091, -2.10598, 1.66695)  0.3693
H (4.64191, -1.74737, -1.10374)  0.5195
H (3.86825, -0.63313, 2.94868)  0.5835
F (-0.12252, -2.48895, 0.62216)  -0.3405
B (-0.43953, -2.84806, -0.73037)  0.6033
F (0.62696, -3.40277, -1.36359)  -0.3035
F (-1.60994, -3.51499, -0.85464)  -0.3061
F (-0.62715, -1.42761, -1.29596)  -0.5317

Forces on atoms 1 to 6 (eV/Å):
-1.4 1.2 -0.7
0.0 0.2 0.2
-0.2 -0.3 -0.4
0.2 0.1 0.2
0.4 -0.1 0.3
-0.2 0.1 -0.1

The HOMO-LUMO gap is 7.9 eV. For the HOMO energy, the calculation gives -8.3 eV. The calculation puts the electronic energy at -4556.69678 hartree. The LUMO energy is -0.41 eV. The energy above the lowest of the compared OMol25 structures with the same formula, charge and spin is 0.0 kJ/mol.

No. 2
A structure of composition C11H15BMgN6O2, computed with ωB97M-V/def2-TZVPD.

Last column: Mulliken charge in e.
CARTESIAN COORDINATES (ANGSTROEM)
C (-0.52670, -2.31331, -2.09842)  -0.1013
N (-0.36889, -1.18109, -1.38124)  -0.4753
N (0.69301, -0.47938, -1.93050)  0.3303
C (1.22205, -1.18947, -2.95521)  -0.0937
C (0.45932, -2.35733, -3.10292)  -0.9126
B (1.14189, 0.88067, -1.25645)  0.0688
N (-0.07603, 1.82268, -0.99437)  0.2533
N (-1.21934, 1.39439, -0.34898)  -0.3870
C (-2.04880, 2.45586, -0.29608)  -0.1626
C (-1.40885, 3.58607, -0.85009)  -0.8757
C (-0.14901, 3.13997, -1.25298)  -0.0691
Mg (-0.83222, -0.52408, 0.54661)  1.1161
N (1.79479, 0.61454, 0.14153)  0.3695
N (1.02113, 0.08913, 1.16075)  -0.4857
C (1.83777, -0.12599, 2.21037)  -0.0916
C (3.13675, 0.32953, 1.88922)  -0.9002
C (3.05136, 0.79350, 0.56991)  -0.0087
H (1.51052, -0.59776, 3.13354)  0.4888
H (3.77708, 1.22460, -0.10401)  0.4915
H (4.01399, 0.30559, 2.50211)  0.4446
H (1.94409, 1.41105, -1.96624)  -0.0433
H (0.71371, 3.64217, -1.67210)  0.4696
H (2.11045, -0.85287, -3.50219)  0.4527
H (-1.78518, 4.58233, -0.95124)  0.4398
H (0.61956, -3.14567, -3.82431)  0.4194
H (-3.05695, 2.41352, 0.10610)  0.4959
H (-1.29092, -3.06567, -1.90043)  0.4601
H (-1.45738, 0.28567, 2.38197)  0.2023
C (-2.56898, 0.19800, 2.46735)  -0.8907
H (-2.98025, 1.19878, 2.60808)  0.3477
H (-3.06089, -0.25054, 1.58184)  0.2651
H (-2.81936, -0.46199, 3.29868)  0.3228
O (-0.29699, -4.41250, 2.05235)  -0.0654
C (-0.83703, -3.47562, 1.45838)  0.4659
O (-0.51482, -2.23173, 1.40639)  -0.6782
H (-1.74888, -3.70303, 0.87259)  0.3369

Forces on atoms 1 to 6 (eV/Å):
1.1 1.0 -0.2
0.0 -0.5 -0.2
-0.3 -0.1 0.7
-0.5 -0.4 0.2
0.3 0.4 0.2
-0.2 -0.3 -1.0

The HOMO-LUMO gap (spin up / spin down) is 3.7 / 4.6 eV. For the HOMO energy (spin up / spin down), the calculation gives -15.2 / -15.7 eV. The calculation puts the electronic energy at -1131.56738 hartree. As for the net charge: +2. The LUMO energy (spin up / spin down) is -11.52 / -11.11 eV. The energy above the lowest of the compared OMol25 structures with the same formula, charge and spin is 16.4 kJ/mol.

Question: Which value of electronic energy does entry 2 give?
Answer: -1131.56738 hartree